(1)
Here is the molecule C2H6N4S2 in a non-equilibrium geometry from the OMol25 dataset. Energies are from ωB97M-V/def2-TZVPD.

For the LUMO energy, the calculation gives 0.4 eV. The HOMO-LUMO gap is 0.3266 hartree. The relative energy (zero: lowest compared OMol25 entry of this formula, charge and spin) is 54.2 kcal per mole. The multiplicity is 1. As for the SMILES: [H]/N=C/N=C(NS)NS.

Each atom is followed by the atoms it is bonded to, with distances in Å.
Cartesian coordinates (Å):
1 C -0.669 -0.228 -0.108  N9 1.359, N10 1.382, N11 1.350
2 C 1.533 -1.069 0.222  H7 1.117, N11 1.366, N12 1.316
3 H -3.099 0.668 1.212  S13 1.348
4 H -2.109 -1.539 -0.056  N9 0.963
5 H -1.167 1.695 -0.462  N10 1.065
6 H 1.991 1.410 -0.426  S14 1.322
7 H 2.077 -1.744 0.926  C2 1.117
8 H 3.401 -0.609 -0.287  N12 1.101
9 N -1.966 -0.606 -0.245  C1 1.359, H4 0.963, S13 1.688
10 N -0.303 1.086 -0.334  C1 1.382, H5 1.065, S14 1.698
11 N 0.180 -1.241 0.165  C1 1.350, C2 1.366
12 N 2.355 -0.438 -0.589  C2 1.316, H8 1.101
13 S -3.216 0.522 -0.122  H3 1.348, N9 1.688
14 S 0.992 2.093 0.104  H6 1.322, N10 1.698

(2)
Here is the molecule C2H6N5P in a non-equilibrium geometry from the OMol25 dataset. Energies are from ωB97M-V/def2-TZVPD.

For the LUMO energy, the calculation gives 0.9 eV. The HOMO-LUMO gap is 0.3241 hartree. The relative energy (zero: lowest compared OMol25 entry of this formula, charge and spin) is 16.4 kcal per mole. The multiplicity is 1. As for the SMILES: NPc1n[nH]nc1N.

Each atom is followed by the atoms it is bonded to, with distances in Å.
Cartesian coordinates (Å):
1 C 0.395 1.590 -0.121  C2 1.843, N3 1.268, N6 1.369
2 C -0.266 -0.090 0.252  C1 1.843, N4 1.274, P8 1.787
3 N -0.518 2.382 0.264  C1 1.268, N5 1.385
4 N -1.385 0.215 0.779  C2 1.274, N5 1.343
5 N -1.516 1.551 0.746  N3 1.385, N4 1.343, H9 1.060
6 N 1.686 1.735 -0.553  C1 1.369, H10 1.076, H11 0.966
7 N -0.370 -2.894 0.177  P8 1.702, H12 0.990, H13 1.024
8 P 0.708 -1.585 0.329  C2 1.787, N7 1.702, H14 1.419
9 H -2.467 2.006 0.641  N5 1.060
10 H 1.987 0.742 -0.839  N6 1.076
11 H 2.011 2.396 -1.179  N6 0.966
12 H -1.100 -2.970 -0.487  N7 0.990
13 H -0.545 -3.589 0.909  N7 1.024
14 H 1.378 -1.489 -0.919  P8 1.419

(3)
Here is a cluster of 2 separate species, C2H6N6 in total in a non-equilibrium geometry from the OMol25 dataset. Energies are from ωB97M-V/def2-TZVPD.

For the LUMO energy, the calculation gives 0.1 eV. The HOMO-LUMO gap is 0.3253 hartree. The relative energy (zero: lowest compared OMol25 entry of this formula, charge and spin) is 127.4 kcal per mole. The multiplicity is 1.

Each atom is followed by the atoms it is bonded to, with distances in Å.
Cartesian coordinates (Å):
1 C 1.323 0.204 -0.033  N9 1.419, N10 1.192, N14 1.506
2 C -0.680 0.877 0.120  N10 1.489, N11 1.301, N12 1.325
3 H 3.298 -1.087 0.181  no bonds
4 H 3.179 0.920 -0.765  N9 1.152
5 H -2.731 1.778 0.057  N11 1.170
6 H -2.397 -0.386 -0.862  N13 1.105
7 H -2.576 -1.575 0.684  N13 1.205
8 H 0.703 -1.329 0.962  N14 1.168
9 N 2.740 0.202 0.023  C1 1.419, H4 1.152
10 N 0.746 1.245 -0.097  C1 1.192, C2 1.489
11 N -1.563 1.825 0.008  C2 1.301, H5 1.170
12 N -0.669 -0.448 0.116  C2 1.325, N13 1.467, N14 1.391
13 N -1.912 -1.149 -0.226  H6 1.105, H7 1.205, N12 1.467
14 N 0.540 -1.076 -0.166  C1 1.506, H8 1.168, N12 1.391

(4)
Here is the molecule C2H6N6 in a non-equilibrium geometry from the OMol25 dataset. Energies are from ωB97M-V/def2-TZVPD.

For the LUMO energy, the calculation gives 0.5 eV. The HOMO-LUMO gap is 0.3144 hartree. The relative energy (zero: lowest compared OMol25 entry of this formula, charge and spin) is 21.2 kcal per mole. The multiplicity is 1. As for the SMILES: Nc1nnc(N)n1N.

Each atom is followed by the atoms it is bonded to, with distances in Å.
Cartesian coordinates (Å):
1 C 1.026 -0.485 -0.113  N9 1.462, N10 1.317, N13 1.398
2 C -1.154 -0.713 -0.126  N11 1.326, N12 1.406, N13 1.404
3 H 2.993 0.468 -0.546  N9 1.065
4 H 2.801 -0.725 0.869  N9 1.051
5 H -3.028 -1.061 0.640  N12 1.081
6 H -2.509 0.670 0.248  N12 1.024
7 H 0.236 2.142 -0.942  N14 1.083
8 H -0.103 1.956 0.787  N14 1.088
9 N 2.397 -0.062 0.161  C1 1.462, H3 1.065, H4 1.051
10 N 0.849 -1.783 -0.254  C1 1.317, N11 1.397
11 N -0.543 -1.887 -0.217  C2 1.326, N10 1.397
12 N -2.497 -0.333 0.042  C2 1.406, H5 1.081, H6 1.024
13 N -0.146 0.240 -0.343  C1 1.398, C2 1.404, N14 1.351
14 N -0.322 1.573 -0.208  H7 1.083, H8 1.088, N13 1.351

(5)
Here is a cluster of 2 separate species, C2H6NO2 in total in a non-equilibrium geometry from the OMol25 dataset. Energies are from ωB97M-V/def2-TZVPD.

For the LUMO energy, the calculation gives 4.2 eV. The HOMO-LUMO gap is 0.2900 hartree. The relative energy (zero: lowest compared OMol25 entry of this formula, charge and spin) is 35.1 kcal per mole. The multiplicity is 1. Its net charge is -1.

Each atom is followed by the atoms it is bonded to, with distances in Å.
Cartesian coordinates (Å):
1 C -2.478 0.269 1.267  O2 1.405, H3 1.088, H4 1.112, H5 1.087
2 O -1.821 -0.257 0.142  C1 1.405, H10 1.025
3 H -2.385 -0.432 2.095  C1 1.088
4 H -3.569 0.348 1.067  C1 1.112
5 H -2.219 1.298 1.503  C1 1.087
6 C 1.451 -0.073 -0.919  N7 1.360, O8 1.239, H9 1.130
7 N 0.848 -0.013 0.298  C6 1.360, H11 1.030
8 O 2.653 0.001 -1.210  C6 1.239
9 H 0.676 0.265 -1.668  C6 1.130
10 H -0.809 -0.145 0.261  O2 1.025
11 H 1.589 -0.420 0.888  N7 1.030

(6)
Here is a cluster of 2 separate species, C2H6NO2 in total in a non-equilibrium geometry from the OMol25 dataset. Energies are from ωB97M-V/def2-TZVPD.

For the LUMO energy, the calculation gives -5.4 eV. The HOMO-LUMO gap is 0.3715 hartree. The relative energy (zero: lowest compared OMol25 entry of this formula, charge and spin) is 35.2 kcal per mole. The multiplicity is 1. Its net charge is +1.

Each atom is followed by the atoms it is bonded to, with distances in Å.
Cartesian coordinates (Å):
1 C 0.690 -1.958 1.468  N2 1.289, H3 1.148, H4 1.076
2 N -0.205 -1.190 0.947  C1 1.289, H5 1.059, H6 0.960
3 H 0.746 -2.137 2.600  C1 1.148
4 H 1.562 -2.255 0.912  C1 1.076
5 H -0.112 -0.767 -0.019  N2 1.059
6 H -1.098 -1.135 1.298  N2 0.960
7 O -0.759 0.196 -1.247  C8 1.217
8 C -0.443 1.349 -1.023  O7 1.217, O9 1.293, H10 1.150
9 O 0.627 1.520 -0.317  C8 1.293, H11 0.898
10 H -1.032 2.220 -1.489  C8 1.150
11 H 0.940 2.331 -0.094  O9 0.898

(7)
Here is a cluster of 2 separate species, C2H6NO2 in total in a non-equilibrium geometry from the OMol25 dataset. Energies are from ωB97M-V/def2-TZVPD.

For the LUMO energy, the calculation gives -5.1 eV. The HOMO-LUMO gap is 0.3953 hartree. The relative energy (zero: lowest compared OMol25 entry of this formula, charge and spin) is 39.4 kcal per mole. The multiplicity is 1. Its net charge is +1.

Each atom is followed by the atoms it is bonded to, with distances in Å.
Cartesian coordinates (Å):
1 C 1.265 -1.075 1.970  N2 1.269, H3 1.143, H4 1.123
2 N 0.619 -1.130 0.880  C1 1.269, H5 1.094, H6 1.038
3 H 1.632 -0.063 2.353  C1 1.143
4 H 1.973 -1.921 2.182  C1 1.123
5 H 0.145 -0.258 0.420  N2 1.094
6 H 0.321 -2.035 0.468  N2 1.038
7 O -0.316 0.224 -0.919  C8 1.231
8 C -0.937 0.979 -1.666  O7 1.231, O9 1.336, H10 1.149
9 O -1.540 2.089 -1.231  C8 1.336, H11 0.981
10 H -0.742 1.012 -2.799  C8 1.149
11 H -2.419 2.178 -1.659  O9 0.981

(8)
Here is a cluster of 2 separate species, C2H6NO2S in total from the OMol25 dataset. Energies are from ωB97M-V/def2-TZVPD.

For the LUMO energy, the calculation gives 3.8 eV. The HOMO-LUMO gap is 0.2948 hartree. The relative energy (zero: lowest compared OMol25 entry of this formula, charge and spin) is 16.5 kcal per mole. The multiplicity is 1. Its net charge is -1.

Each atom is followed by the atoms it is bonded to, with distances in Å.
Cartesian coordinates (Å):
1 C -2.220 0.355 -0.640  S2 1.821, H3 1.085, H4 1.084, H5 1.086
2 S -0.922 0.360 -1.916  C1 1.821, H12 1.487
3 H -1.803 0.690 0.304  C1 1.085
4 H -3.048 0.984 -0.948  C1 1.084
5 H -2.585 -0.658 -0.493  C1 1.086
6 N 1.608 0.473 1.145  C7 1.441, H10 1.009, H11 1.007
7 C 1.764 -0.694 0.315  N6 1.441, O8 1.274, O9 1.233
8 O 0.659 -1.218 -0.041  C7 1.274
9 O 2.905 -1.061 0.023  C7 1.233
10 H 2.493 0.946 1.261  N6 1.009
11 H 1.173 0.260 2.028  N6 1.007
12 H -0.024 -0.436 -1.037  S2 1.487

(9)
Here is a cluster of 2 separate species, C2H6NO3 in total in a non-equilibrium geometry from the OMol25 dataset. Energies are from ωB97M-V/def2-TZVPD.

For the LUMO energy, the calculation gives 4.3 eV. The HOMO-LUMO gap is 0.3135 hartree. The relative energy (zero: lowest compared OMol25 entry of this formula, charge and spin) is 31.7 kcal per mole. The multiplicity is 1. Its net charge is -1.

Each atom is followed by the atoms it is bonded to, with distances in Å.
Cartesian coordinates (Å):
1 O 2.255 0.470 -0.798  C2 1.276
2 C 1.096 0.195 -0.341  O1 1.276, O3 1.252, C4 1.590
3 O 0.669 0.204 0.836  C2 1.252
4 C 0.121 -0.433 -1.428  C2 1.590, N5 1.580, H6 1.104, H7 0.994
5 N -1.409 -0.061 -1.288  C4 1.580, H8 1.028, H9 1.041
6 H 0.331 0.197 -2.310  C4 1.104
7 H 0.143 -1.410 -1.243  C4 0.994
8 H -1.563 0.619 -2.043  N5 1.028
9 H -1.365 0.535 -0.435  N5 1.041
10 H -2.350 -0.409 1.822  O12 0.944
11 H -0.972 -0.235 2.426  O12 0.942
12 O -1.881 -0.354 2.639  H10 0.944, H11 0.942

(10)
Here is a cluster of 2 separate species, C2H6NO3 in total in a non-equilibrium geometry from the OMol25 dataset. Energies are from ωB97M-V/def2-TZVPD.

For the LUMO energy, the calculation gives 4.2 eV. The HOMO-LUMO gap is 0.3133 hartree. The relative energy (zero: lowest compared OMol25 entry of this formula, charge and spin) is 32.0 kcal per mole. The multiplicity is 1. Its net charge is -1.

Each atom is followed by the atoms it is bonded to, with distances in Å.
Cartesian coordinates (Å):
1 O -0.092 -1.342 -1.621  C2 1.264
2 C -0.313 -0.340 -0.883  O1 1.264, O3 1.270, C4 1.475
3 O -1.442 0.099 -0.503  C2 1.270
4 C 0.832 0.585 -0.974  C2 1.475, N5 1.515, H6 1.101, H7 1.265
5 N 1.167 1.371 0.277  C4 1.515, H8 0.996, H9 1.080
6 H 1.793 0.145 -1.287  C4 1.101
7 H 0.444 1.529 -1.720  C4 1.265
8 H 1.197 0.663 0.976  N5 0.996
9 H 0.302 1.950 0.567  N5 1.080
10 H -1.177 -2.352 1.898  O12 1.020
11 H -1.329 -0.937 1.173  O12 1.022
12 O -1.380 -1.372 2.097  H10 1.020, H11 1.022

> Which value of relative energy (zero: lowest compared OMol25 entry of this formula, charge and spin) does entry 10 give?

32.0 kcal per mole

> Which value of multiplicity does entry 9 give?

1

> multiplicity of number 7 (C2H6NO2)?

1